Entry 1:
{"formula": "C22H42ClN2OP2Ti", "method": "ωB97M-V/def2-TZVPD", "total_charge": 1, "spin_multiplicity": 3, "s_squared": 2.009, "homo_ev": [-9.191, -11.154], "de_lowest_kcal_mol": 0.0, "symbols": ["Ti", "P", "P", "N", "C", "H", "H", "C", "H", "H", "C", "H", "H", "C", "H", "H", "C", "C", "H", "H", "H", "C", "C", "H", "H", "H", "C", "C", "H", "H", "H", "C", "C", "H", "H", "H", "C", "O", "C", "H", "H", "H", "C", "H", "H", "H", "C", "H", "H", "H", "C", "H", "H", "H", "H", "H", "H", "H", "H", "H", "Cl", "C", "C", "C", "C", "N", "C", "H", "H", "H", "H"], "xyz": [[-0.194, -0.027, -0.302], [-0.053, -2.478, -0.758], [-0.054, 2.497, -0.472], [-0.140, 0.121, -2.629], [0.019, -2.367, -2.599], [0.604, -3.223, -2.970], [-1.014, -2.472, -2.955], [0.554, -1.078, -3.202], [1.651, -0.986, -3.113], [0.336, -1.076, -4.284], [0.549, 1.381, -3.058], [0.339, 1.502, -4.134], [1.647, 1.285, -2.974], [0.003, 2.589, -2.315], [-1.035, 2.714, -2.648], [0.571, 3.489, -2.598], [1.473, 3.479, -0.052], [2.014, 3.216, 1.355], [2.927, 3.818, 1.484], [2.297, 2.167, 1.501], [1.306, 3.520, 2.139], [-1.638, 3.425, -0.114], [-1.917, 3.626, 1.378], [-2.823, 4.240, 1.488], [-1.101, 4.154, 1.894], [-2.107, 2.679, 1.895], [-1.646, -3.425, -0.523], [-1.946, -3.764, 0.937], [-2.865, -4.368, 0.979], [-2.122, -2.865, 1.539], [-1.143, -4.355, 1.402], [1.480, -3.484, -0.436], [2.012, -3.342, 0.989], [2.932, -3.940, 1.069], [1.301, -3.727, 1.733], [2.272, -2.305, 1.233], [1.772, 0.014, -0.069], [2.948, 0.036, 0.037], [-1.823, 4.739, -0.886], [-1.165, 5.528, -0.509], [-1.675, 4.633, -1.964], [-2.856, 5.072, -0.728], [-1.817, -4.661, -1.417], [-2.847, -5.017, -1.295], [-1.670, -4.449, -2.481], [-1.151, -5.476, -1.119], [1.373, -4.957, -0.835], [2.374, -5.402, -0.740], [0.705, -5.514, -0.163], [1.058, -5.103, -1.876], [1.363, 4.982, -0.317], [0.701, 5.474, 0.409], [2.365, 5.417, -0.191], [1.039, 5.223, -1.337], [2.202, 3.057, -0.767], [2.207, -2.998, -1.111], [-2.385, 2.702, -0.497], [-2.385, -2.669, -0.849], [-0.954, 0.153, -3.240], [-1.458, -0.092, 0.638], [-0.230, 2.564, 4.816], [-0.226, 1.028, 4.095], [-0.278, -0.134, 4.854], [-0.271, -1.339, 4.173], [-0.190, -1.361, 2.781], [-0.068, -0.227, 2.066], [-0.143, 0.958, 2.701], [-0.317, -0.070, 5.935], [-0.319, -2.288, 4.689], [-0.226, -2.304, 2.227], [-0.144, 1.866, 2.091]], "mulliken_charge": [-1.443, 1.422, 1.328, -0.119, -1.037, 0.363, 0.488, -1.048, 0.363, 0.535, -1.048, 0.549, 0.353, -1.038, 0.483, 0.368, 0.657, -1.279, 0.530, 0.111, 0.236, 0.473, -1.191, 0.478, 0.219, 0.202, 0.421, -1.360, 0.476, 0.259, 0.252, 0.560, -1.275, 0.509, 0.219, 0.151, 0.534, -0.464, -1.546, 0.279, 0.315, 0.491, -1.481, 0.482, 0.319, 0.259, -1.661, 0.508, 0.291, 0.313, -1.666, 0.302, 0.513, 0.306, 0.432, 0.436, 0.334, 0.374, 0.294, 0.041, -0.181, -0.338, -0.318, -1.313, -0.134, 0.794, -0.198, 0.465, 0.476, 0.478, 0.095]}

---

Entry 2:
{"formula": "C22H42F3GaNO11", "method": "ωB97M-V/def2-TZVPD", "total_charge": -1, "homo_ev": -5.126, "symbols": ["C", "C", "C", "C", "C", "C", "C", "Ga", "C", "C", "N", "C", "O", "C", "C", "O", "C", "F", "F", "F", "H", "H", "H", "H", "H", "H", "H", "H", "H", "H", "H", "H", "H", "H", "H", "H", "H", "H", "H", "H", "H", "H", "H", "H", "C", "O", "C", "O", "O", "C", "H", "H", "H", "H", "H", "H", "C", "O", "C", "O", "O", "C", "H", "H", "H", "H", "H", "H", "C", "O", "C", "O", "O", "C", "H", "H", "H", "H", "H", "H"], "xyz": [[-2.883, 0.314, 5.074], [-4.244, 0.445, 4.338], [-4.723, -0.874, 3.684], [-5.125, -0.661, 2.204], [-4.323, -1.512, 1.197], [-2.843, -1.675, 1.559], [-1.929, -2.037, 0.396], [-0.019, -2.020, 1.156], [-0.030, -3.390, 2.693], [-0.014, -2.712, 4.017], [-0.690, -3.177, 4.981], [0.305, -0.181, 2.042], [0.295, 0.834, 0.999], [-0.052, 2.040, 1.444], [0.952, 2.887, 2.201], [-1.115, 2.488, 1.213], [1.348, -2.443, -0.338], [1.725, -3.756, -0.236], [0.794, -2.292, -1.553], [2.468, -1.708, -0.320], [-2.604, -0.724, 5.210], [-2.123, 0.783, 4.451], [-2.872, 0.867, 6.010], [-4.142, 1.255, 3.624], [-4.997, 0.758, 5.063], [-4.022, -1.688, 3.830], [-5.632, -1.159, 4.212], [-5.052, 0.378, 1.899], [-6.172, -0.948, 2.098], [-4.819, -2.479, 1.095], [-4.358, -1.080, 0.196], [-2.468, -0.761, 2.026], [-2.776, -2.451, 2.324], [-2.041, -1.344, -0.436], [-2.079, -3.060, 0.048], [-0.941, -3.981, 2.693], [0.830, -4.064, 2.650], [0.575, -1.806, 4.190], [-0.548, -2.564, 5.788], [-0.436, 0.016, 2.820], [1.269, -0.223, 2.566], [1.042, 2.595, 3.240], [1.911, 2.793, 1.690], [0.647, 3.919, 2.097], [-0.831, 3.637, -1.489], [-1.659, 4.292, -2.467], [-2.284, 5.375, -2.028], [-2.216, 5.847, -0.921], [-3.018, 5.872, -3.040], [-3.748, 7.047, -2.705], [-0.377, 2.778, -1.976], [-0.039, 4.304, -1.153], [-1.415, 3.280, -0.643], [-3.074, 7.852, -2.416], [-4.460, 6.845, -1.906], [-4.294, 7.347, -3.597], [2.761, 0.636, -3.610], [3.809, 1.606, -3.743], [3.520, 2.797, -3.223], [2.490, 3.102, -2.681], [4.577, 3.601, -3.403], [4.401, 4.918, -2.885], [3.120, -0.281, -4.069], [2.542, 0.444, -2.561], [1.864, 0.967, -4.131], [4.239, 4.891, -1.809], [3.570, 5.418, -3.380], [5.318, 5.465, -3.092], [3.014, -3.869, -3.009], [3.517, -5.204, -3.172], [4.768, -5.276, -3.609], [5.490, -4.347, -3.874], [5.100, -6.572, -3.711], [6.428, -6.798, -4.173], [1.997, -3.949, -2.650], [3.602, -3.329, -2.270], [3.013, -3.344, -3.963], [7.155, -6.368, -3.484], [6.565, -6.387, -5.172], [6.572, -7.876, -4.211]], "mulliken_charge": [-0.685, -0.650, -0.684, -0.900, -0.863, -0.047, -1.067, -0.663, -0.782, -0.055, -0.759, -0.731, -0.010, 0.830, -1.269, -0.659, 0.718, -0.299, -0.299, -0.293, 0.163, -0.028, 0.354, 0.328, 0.446, 0.391, 0.508, 0.376, 0.333, 0.351, 0.367, 0.021, 0.239, 0.555, 0.453, 0.306, 0.605, 0.391, 0.286, 0.191, 0.476, 0.317, 0.311, 0.409, -0.510, -0.351, 0.751, -0.552, -0.343, -0.636, 0.326, 0.282, 0.291, 0.284, 0.291, 0.212, -0.426, -0.342, 0.779, -0.475, -0.351, -0.601, 0.117, 0.231, 0.299, 0.278, 0.282, 0.205, -0.551, -0.334, 0.741, -0.552, -0.329, -0.629, 0.217, 0.281, 0.339, 0.288, 0.289, 0.214]}

---

Entry 3:
{"formula": "C22H42N2O5Rb", "method": "ωB97M-V/def2-TZVPD", "total_charge": -1, "homo_ev": -2.296, "symbols": ["Rb", "C", "C", "C", "C", "C", "C", "N", "O", "C", "C", "C", "H", "H", "H", "H", "H", "H", "H", "H", "H", "H", "H", "H", "H", "H", "H", "H", "H", "H", "C", "C", "C", "C", "C", "C", "N", "O", "C", "C", "C", "H", "H", "H", "H", "H", "H", "H", "H", "H", "H", "H", "H", "H", "H", "H", "H", "H", "H", "C", "C", "C", "O", "C", "O", "O", "H", "H", "H", "H", "H", "H"], "xyz": [[-0.303, 0.990, 0.599], [-4.425, -2.273, 0.380], [-3.093, -1.700, 0.117], [-2.442, -2.359, -1.116], [-3.062, -1.873, -2.483], [-3.030, -0.322, -2.489], [-3.782, 0.402, -1.295], [-3.169, -0.223, -0.035], [-3.295, 0.519, 1.156], [-5.344, 0.198, -1.398], [-3.409, 1.903, -1.427], [-2.162, -2.132, 1.316], [-5.055, -1.825, 1.150], [-4.284, -3.309, 0.687], [-4.957, -2.353, -0.568], [-2.541, -3.443, -1.045], [-1.398, -2.047, -1.100], [-4.123, -2.119, -2.522], [-2.468, -2.288, -3.297], [-3.397, -0.038, -3.475], [-2.032, 0.104, -2.383], [-5.532, -0.708, -1.974], [-5.890, 0.919, -2.007], [-5.862, 0.084, -0.446], [-3.655, 2.413, -0.496], [-4.052, 2.393, -2.158], [-2.355, 2.113, -1.609], [-2.196, -3.220, 1.373], [-2.598, -1.715, 2.224], [-1.126, -1.830, 1.161], [2.905, -0.882, 1.942], [3.376, -1.196, 0.487], [3.037, -2.733, 0.311], [3.123, -3.206, -1.081], [2.177, -2.418, -2.025], [2.493, -0.859, -1.920], [2.611, -0.449, -0.527], [2.685, 1.016, -0.365], [1.266, -0.224, -2.536], [3.770, -0.617, -2.802], [4.931, -0.987, 0.378], [3.379, -1.482, 2.719], [1.825, -0.903, 2.091], [3.253, 0.134, 2.126], [2.161, -3.114, 0.837], [3.850, -3.259, 0.811], [2.876, -4.267, -1.116], [4.178, -3.196, -1.357], [1.160, -2.762, -1.836], [2.514, -2.864, -2.961], [0.380, -0.307, -1.906], [0.943, -0.587, -3.511], [1.422, 0.849, -2.651], [4.634, -1.195, -2.475], [4.107, 0.419, -2.804], [3.608, -0.924, -3.835], [5.188, 0.014, 0.034], [5.395, -1.703, -0.300], [5.321, -1.098, 1.390], [1.582, 5.855, 4.650], [0.520, 5.061, 3.857], [0.654, 5.048, 2.388], [0.737, 3.650, 1.951], [0.899, 2.890, 3.063], [0.879, 1.675, 3.121], [0.739, 3.690, 4.143], [2.596, 5.614, 4.332], [1.535, 5.633, 5.716], [1.360, 6.922, 4.605], [-0.483, 5.378, 4.144], [1.612, 5.497, 2.123], [-0.161, 5.625, 1.951]], "mulliken_charge": [0.722, -1.992, 1.231, -0.676, -0.635, -0.723, 1.317, 0.931, -0.869, -1.676, -1.692, -1.561, 0.279, 0.486, 0.397, 0.441, -0.091, 0.238, 0.456, 0.264, 0.070, 0.318, 0.439, 0.272, 0.393, 0.383, 0.241, 0.412, 0.377, 0.164, -1.760, 1.427, -1.221, -0.912, -0.952, 1.519, 1.017, -0.850, -1.400, -2.048, -1.848, 0.462, 0.225, 0.362, 0.455, 0.395, 0.387, 0.355, 0.170, 0.422, -0.173, 0.375, 0.433, 0.356, 0.341, 0.437, 0.301, 0.339, 0.506, -1.411, 0.433, -0.500, -0.320, 0.697, -0.513, -0.383, 0.350, 0.346, 0.388, 0.270, 0.288, 0.315]}